1.
DFT (ωB97M-V/def2-TZVPD) results for a structure of composition C31H30LuN19O4S2 at a distorted geometry.

The value obtained for the HOMO energy is -3.928 eV. The HOMO-LUMO gap is 0.269 Ha.

ORCA input file:
```
! wB97M-V def2-TZVPD RIJCOSX def2/J DEFGRID3
* xyz -2 1
Lu -1.025 -0.971 0.122
N 1.595 -3.888 2.731
C 0.612 -3.043 2.276
S 0.885 -1.345 2.088
N -0.526 -3.612 1.965
N -1.569 -2.756 1.640
C -2.775 -3.163 2.000
C -3.961 -2.390 1.814
C -5.237 -3.011 1.945
C -6.417 -2.351 1.626
C -6.383 -1.018 1.168
C -5.151 -0.405 0.997
C -3.923 -1.044 1.327
O -2.791 -0.419 1.127
H 2.312 -3.413 3.278
H 1.245 -4.736 3.148
H -2.815 -4.189 2.394
H -5.254 -4.067 2.239
H -7.358 -2.893 1.803
H -7.325 -0.511 0.901
H -5.112 0.589 0.567
N -3.432 -0.464 -2.582
C -2.290 0.319 -2.710
N -2.118 1.194 -3.697
N -0.834 1.602 -3.520
N -0.288 1.059 -2.517
N -1.202 0.225 -1.888
C -3.398 -1.790 -2.198
N -4.188 -2.720 -2.738
N -3.907 -3.821 -2.024
N -2.982 -3.602 -1.161
N -2.629 -2.281 -1.195
H -4.134 -0.310 -3.272
O 3.489 7.444 0.463
S 2.946 8.143 1.617
O 2.337 9.451 1.345
O 3.627 8.024 2.920
C 1.489 7.268 2.226
N 0.828 7.992 3.120
C -0.253 7.392 3.620
C -0.645 6.092 3.317
C 0.175 5.445 2.386
N 1.235 6.039 1.820
C -0.055 4.061 1.912
C -0.885 3.145 2.584
C -1.040 1.856 2.042
N -0.482 1.459 0.893
C 0.338 2.350 0.262
C 0.631 3.605 0.766
H -0.801 8.059 4.284
H -1.560 5.627 3.738
H -1.404 3.452 3.505
H -1.635 1.109 2.567
H 0.767 1.973 -0.666
H 1.360 4.282 0.318
C 2.894 0.307 -2.094
C 4.391 0.138 -2.455
N 5.196 -0.412 -1.302
C 4.954 0.491 -0.131
C 3.465 0.567 0.266
N 2.605 -0.224 -0.702
C 3.079 -1.672 -0.639
C 4.595 -1.762 -0.909
H 2.287 -0.210 -2.841
H 2.600 1.349 -2.136
H 4.834 1.091 -2.757
H 4.496 -0.522 -3.343
H 5.355 1.494 -0.327
H 5.535 0.118 0.724
H 3.094 1.610 0.304
H 3.317 0.155 1.264
H 2.497 -2.273 -1.331
H 2.816 -2.082 0.346
H 4.808 -2.519 -1.668
H 5.103 -2.129 -0.023
N 1.508 -3.185 -5.955
C 1.109 -3.416 -4.887
C 0.628 -3.710 -3.569
C 0.228 -5.019 -3.249
C -0.170 -5.265 -1.946
C -0.150 -4.226 -0.992
N 0.156 -2.939 -1.329
C 0.567 -2.696 -2.591
H 0.223 -5.783 -4.017
H -0.391 -6.285 -1.589
H -0.513 -4.376 0.044
H 0.796 -1.655 -2.858
*
```

=====

2.
DFT (ωB97M-V/def2-TZVPD) results for a structure of composition C31H31AsGaGeN4O7S2.

The value obtained for the HOMO energy is -3.410 eV. The HOMO-LUMO gap is 0.168 Ha.

ORCA input file:
```
! wB97M-V def2-TZVPD RIJCOSX def2/J DEFGRID3
* xyz -1 1
Ga -1.076 0.895 -0.527
S 2.347 1.188 -0.450
C 3.976 1.175 -0.461
N 4.760 0.077 -0.579
C 6.162 0.220 -0.236
C 6.522 1.657 -0.596
S 4.995 2.604 -0.308
H 4.295 -0.814 -0.488
H 6.761 -0.491 -0.805
H 6.325 0.040 0.832
H 6.798 1.753 -1.645
H 7.315 2.056 0.032
C 1.015 5.312 -2.067
As 0.302 4.227 -0.594
C -1.348 5.259 -0.311
C 1.347 5.076 0.837
H 1.011 6.376 -1.823
H 0.411 5.143 -2.959
H 2.036 4.994 -2.276
H -1.149 6.328 -0.212
H -1.841 4.902 0.594
H -2.020 5.095 -1.154
H 1.281 6.165 0.790
H 2.390 4.773 0.746
H 0.980 4.735 1.805
O -5.538 -1.370 -6.797
N -4.922 -0.357 -6.518
O -4.763 0.579 -7.283
C -4.340 -0.258 -5.187
C -4.501 -1.296 -4.280
C -3.990 -1.195 -3.010
C -3.271 -0.032 -2.562
O -2.941 0.145 -1.363
C -3.047 0.950 -3.601
C -3.613 0.868 -4.851
N -2.299 2.146 -3.304
O -2.624 3.193 -3.833
O -1.347 2.074 -2.521
N -4.310 -2.185 -2.009
O -1.368 -2.655 -1.305
O -4.715 -3.230 -2.455
H -5.065 -2.178 -4.552
H -3.470 1.664 -5.567
C -0.654 -1.782 -1.458
Ge 0.138 -1.512 1.192
C 0.706 -3.438 1.298
C 1.154 -4.136 0.176
C 1.472 -5.490 0.238
C 1.359 -6.174 1.440
C 0.948 -5.493 2.579
C 0.629 -4.143 2.503
C -1.665 -1.562 2.051
C -2.429 -2.732 2.122
C -3.749 -2.713 2.555
C -4.346 -1.517 2.929
C -3.613 -0.341 2.864
C -2.294 -0.368 2.428
C 1.347 -0.746 2.600
C 0.914 -0.073 3.745
C 1.813 0.558 4.600
C 3.173 0.533 4.329
C 3.629 -0.148 3.206
C 2.724 -0.773 2.361
H 1.251 -3.615 -0.770
H 1.799 -6.012 -0.653
H 1.587 -7.232 1.488
H 0.872 -6.018 3.524
H 0.305 -3.622 3.398
H -1.986 -3.675 1.821
H -4.318 -3.634 2.589
H -5.380 -1.499 3.254
H -4.072 0.602 3.141
H -1.740 0.565 2.381
H -0.144 -0.048 3.980
H 1.449 1.079 5.480
H 3.872 1.037 4.985
H 4.692 -0.179 2.991
H 3.087 -1.308 1.487
*
```

=====

3.
DFT (ωB97M-V/def2-TZVPD) results for a structure of composition C31H31AsGaGeN4O7S2 at a distorted geometry.

The value obtained for the HOMO energy is -4.617 eV. The HOMO-LUMO gap is 0.241 Ha.

ORCA input file:
```
! wB97M-V def2-TZVPD RIJCOSX def2/J DEFGRID3
* xyz -1 1
Ga -1.741 0.476 -1.769
S -2.527 3.616 -1.598
C -1.131 4.501 -1.536
N -0.695 5.270 -2.552
C 0.655 5.790 -2.449
C 0.870 5.990 -0.959
S -0.034 4.622 -0.175
H -1.102 5.073 -3.453
H 0.738 6.727 -3.001
H 1.375 5.076 -2.860
H 0.462 6.944 -0.622
H 1.920 5.924 -0.681
C 0.967 -1.567 -4.259
As 0.349 -2.245 -2.520
C 2.103 -2.657 -1.771
C -0.073 -4.067 -3.115
H 1.593 -2.305 -4.763
H 1.543 -0.654 -4.105
H 0.109 -1.323 -4.887
H 2.709 -3.195 -2.503
H 1.966 -3.252 -0.870
H 2.587 -1.730 -1.471
H 0.733 -4.468 -3.730
H -1.002 -4.062 -3.690
H -0.214 -4.699 -2.240
O 5.506 1.765 0.286
N 5.124 2.261 -0.758
O 5.814 2.975 -1.471
C 3.756 1.986 -1.182
C 3.326 2.465 -2.400
C 2.025 2.206 -2.784
C 1.111 1.458 -2.006
O -0.042 1.105 -2.478
C 1.617 1.001 -0.748
C 2.913 1.243 -0.359
N 0.799 0.214 0.086
O -0.767 1.814 0.654
O 1.331 -0.928 0.642
N 1.624 2.679 -4.109
O 2.473 2.686 -4.986
O 0.483 3.076 -4.257
H 3.992 3.010 -3.050
H 3.258 0.831 0.578
C -0.360 0.640 0.591
Ge -1.010 -0.864 1.742
C -2.930 -0.497 2.069
C -3.553 0.694 1.690
C -4.908 0.901 1.929
C -5.665 -0.077 2.559
C -5.063 -1.267 2.945
C -3.712 -1.472 2.696
C -0.141 -0.668 3.484
C -0.881 -0.284 4.601
C -0.277 -0.142 5.845
C 1.081 -0.386 5.989
C 1.833 -0.760 4.883
C 1.229 -0.896 3.640
C -1.021 -2.719 1.123
C -0.052 -3.617 1.570
C -0.083 -4.952 1.190
C -1.086 -5.415 0.348
C -2.052 -4.532 -0.113
C -2.019 -3.198 0.277
H -2.979 1.473 1.203
H -5.370 1.830 1.620
H -6.720 0.086 2.744
H -5.646 -2.038 3.434
H -3.262 -2.414 2.992
H -1.943 -0.090 4.502
H -0.868 0.161 6.701
H 1.553 -0.278 6.958
H 2.896 -0.938 4.986
H 1.818 -1.146 2.765
H 0.746 -3.267 2.214
H 0.679 -5.632 1.551
H -1.112 -6.456 0.050
H -2.834 -4.880 -0.777
H -2.793 -2.528 -0.081
*
```

=====

Summary of electronic energy in eV
-124431.8824; -244337.0104; -244340.1134
(order as listed above)